# 1
C9H16OS | ωB97M-V/def2-TZVPD

Calculated values
- multiplicity = 1
- largest force on an atom (eV/A) = 4.0
- total charge = 0
- E_LUMO (eV) = -0.52

Positions of all 27 atoms, in Å:
C (0.658, 2.051, -0.756)
H (3.421, -0.443, 1.437)
H (-1.922, 1.394, -1.728)
H (0.824, 2.903, -0.162)
H (2.611, -0.704, -0.114)
H (1.095, -2.022, 3.457)
O (0.127, -0.897, 0.549)
H (-0.242, -2.070, 2.587)
H (-2.331, -2.086, -1.185)
C (0.784, -1.996, 2.383)
H (-3.368, -0.936, -1.843)
H (-1.780, -0.893, -2.289)
C (-0.717, -0.023, 0.296)
H (0.397, 2.233, -1.789)
C (-2.411, -1.063, -1.369)
C (1.219, -0.781, 1.580)
C (-2.017, 1.378, -0.632)
H (-0.610, 2.051, 1.018)
H (-2.832, 2.079, -0.350)
H (1.298, 1.167, -0.588)
C (-0.658, 1.533, 0.070)
C (-2.102, -0.082, -0.273)
S (0.887, 0.805, 2.415)
H (-2.953, -0.272, 0.472)
H (1.131, -2.893, 1.905)
C (2.536, -1.044, 0.969)
H (2.768, -2.107, 0.926)

# 2
CH3IN2O | ωB97M-V/def2-TZVPD

Calculated values
- multiplicity = 3
- largest force on an atom (eV/A) = 3.5
- total charge = 0
- E_LUMO (alpha / beta) (eV) = -0.10 / -3.07
- <S²> = 2.02

Positions of all 8 atoms, in Å:
I (1.706, -1.423, 1.916)
O (-1.873, -0.369, -0.690)
C (-1.189, 0.601, -0.444)
N (1.221, -0.897, 0.081)
H (0.593, -1.560, -0.204)
H (0.892, 1.286, -0.090)
N (0.075, 0.652, 0.058)
H (-1.425, 1.711, -0.627)

# 3
C3H7OS | ωB97M-V/def2-TZVPD

Calculated values
- multiplicity = 1
- largest force on an atom (eV/A) = 3.1
- total charge = -1
- E_LUMO (eV) = 4.01

Positions of all 12 atoms, in Å:
H (1.743, 0.512, -2.059)
S (0.464, -0.405, 1.419)
H (2.972, -0.048, -1.119)
C (-2.925, 0.454, 1.178)
O (-3.832, -0.316, 0.986)
H (0.166, -0.844, -0.955)
H (1.897, 1.260, -0.498)
C (1.027, -0.748, -0.275)
C (1.933, 0.248, -0.946)
H (-2.253, 0.353, 2.045)
H (1.433, -1.766, -0.314)
H (-2.626, 1.301, 0.537)

# 4
C36H71Cl42NO4 | ωB97M-V/def2-TZVPD

Calculated values
- multiplicity = 1
- largest force on an atom (eV/A) = 2.1
- total charge = 0
- E_LUMO (eV) = 0.10

Positions of all 154 atoms, in Å:
Cl (1.712, 10.690, -7.722)
H (2.293, 0.753, 4.101)
H (-8.944, 7.448, 4.989)
Cl (0.984, -8.527, 3.956)
C (3.822, -2.550, 0.189)
C (7.586, -0.962, -2.086)
H (-2.423, -5.249, -5.383)
H (2.956, -0.643, 0.560)
H (1.252, -3.850, -5.726)
C (0.750, -5.553, 2.277)
H (4.492, -3.215, 0.734)
H (0.253, -4.390, 0.533)
C (5.285, -3.014, 9.025)
H (0.846, 0.675, -3.523)
C (-5.155, 0.001, -6.949)
Cl (-7.825, -1.613, 5.301)
H (1.407, -2.741, 5.171)
H (-7.686, 7.049, -1.115)
O (0.795, -3.745, 6.900)
H (2.603, -1.992, 2.807)
C (0.105, -0.082, -3.297)
C (3.960, -1.063, 0.570)
C (0.682, -4.715, 4.689)
H (0.160, -1.143, 6.663)
H (2.520, 9.097, -6.197)
H (-3.174, -4.723, -3.852)
H (0.549, -3.489, 2.898)
H (0.007, 0.017, 8.004)
H (5.994, -2.477, 1.865)
H (-5.570, 0.187, -5.964)
H (2.396, 8.449, -7.850)
Cl (-0.097, -0.848, -7.282)
H (2.470, -3.484, -6.976)
C (2.576, 5.886, -4.014)
Cl (-0.828, -4.519, -3.830)
Cl (7.221, -0.813, -0.362)
H (-1.646, 4.581, 0.114)
H (-4.869, 3.432, 4.036)
Cl (4.315, 2.182, -1.169)
Cl (-0.520, -0.668, 10.291)
H (-0.894, 0.292, -3.490)
Cl (-5.961, 1.065, -8.102)
C (3.790, -0.362, 3.118)
H (4.533, -0.149, 3.892)
Cl (-3.688, -0.831, -13.471)
H (-5.171, 3.704, -3.829)
C (4.082, 10.118, -10.847)
Cl (2.618, -5.697, -6.195)
H (-0.130, -10.426, 3.151)
Cl (6.891, -2.584, 9.625)
Cl (-6.851, 2.850, -5.233)
C (2.384, -4.603, 0.556)
Cl (2.028, 0.275, 6.840)
H (6.250, -1.362, 3.246)
H (-5.319, -1.027, -7.251)
H (3.094, 9.816, -11.173)
C (2.580, 1.893, -1.001)
H (-0.405, -4.673, 4.803)
O (1.084, 1.894, 2.172)
Cl (0.367, 8.297, -6.676)
N (3.263, -1.703, 3.529)
C (-2.668, -0.476, -12.072)
C (0.971, -5.163, 0.825)
Cl (3.178, 7.550, -4.003)
C (-8.006, 0.135, 5.138)
H (-1.217, 2.885, 0.458)
H (-1.390, -0.125, -9.092)
H (-2.335, -2.150, 10.136)
H (3.372, 1.741, 3.111)
H (2.679, -3.781, 7.792)
H (4.496, -0.560, -0.230)
Cl (-3.307, 3.084, -0.593)
Cl (0.539, -4.469, -7.868)
H (1.317, -3.585, 8.879)
Cl (4.044, 11.835, -10.446)
C (5.519, -1.805, 2.572)
H (5.379, -3.351, 7.999)
Cl (-7.398, 0.722, 3.580)
O (1.896, 0.727, 2.084)
H (4.810, 9.963, -11.634)
C (1.382, -3.749, 5.606)
H (2.367, 0.886, -1.329)
H (0.781, -6.004, 0.157)
Cl (-3.622, 0.070, -10.684)
H (-6.672, 3.350, -2.943)
C (-2.421, -4.502, -4.598)
C (-2.008, 3.625, 0.472)
C (1.693, -3.318, 7.892)
H (0.570, 1.764, 2.988)
C (1.039, -4.407, 3.234)
H (1.821, -2.231, 7.880)
Cl (-3.409, 0.283, -6.884)
C (-5.985, 3.001, -3.700)
H (-9.058, 0.383, 5.208)
C (1.913, 9.050, -7.091)
H (2.784, -5.108, -0.327)
C (-7.004, 6.712, -1.886)
C (0.301, -0.111, 6.969)
C (4.672, -0.731, 1.907)
Cl (-6.331, 5.150, -1.396)
Cl (-1.108, -8.716, 1.884)
Cl (-5.308, 1.452, -3.164)
H (-6.619, 3.248, 4.300)
Cl (-3.282, -0.100, 9.492)
Cl (-0.130, -1.852, -10.065)
H (8.329, -1.739, -2.214)
Cl (-5.805, 5.294, 5.130)
Cl (0.395, -1.484, -4.328)
H (2.312, 2.015, 0.036)
Cl (4.547, 9.119, -9.461)
Cl (1.611, 3.010, -1.979)
H (0.329, 0.314, -9.286)
H (4.091, -2.658, -0.863)
C (4.450, -2.524, 3.438)
C (2.838, 0.788, 3.149)
Cl (0.828, 5.817, -3.788)
C (-2.224, -1.123, 10.462)
H (4.650, -2.138, 9.084)
C (-5.684, 3.571, 4.737)
H (0.985, -5.742, 4.889)
H (2.117, -4.201, 3.221)
Cl (-2.764, -2.930, -5.327)
C (-0.365, -0.462, -8.988)
H (-7.439, 0.618, 5.925)
C (1.753, -4.212, -6.613)
Cl (-0.695, 0.926, 5.940)
O (4.575, -3.576, 3.999)
Cl (-5.340, 2.592, 6.166)
H (1.845, -2.925, -0.613)
Cl (-10.597, 5.915, 4.327)
H (1.320, -6.448, 2.526)
H (5.242, 0.178, 1.671)
Cl (-7.883, 6.595, -3.413)
H (-2.502, -1.019, 11.504)
Cl (6.151, -1.388, -3.026)
H (3.050, 5.342, -3.205)
C (2.388, -3.092, 0.317)
H (-2.136, -1.375, -11.791)
Cl (-9.787, 6.679, 7.041)
H (3.054, -4.829, 1.389)
H (7.962, -0.010, -2.440)
H (2.818, 5.436, -4.970)
H (-1.971, 0.308, -12.342)
H (-8.476, 5.762, 5.323)
Cl (0.221, -0.500, -1.580)
H (1.000, -9.747, 1.951)
H (-0.302, -5.836, 2.382)
H (2.428, -4.064, 5.695)
C (-9.279, 6.487, 5.360)
Cl (-2.540, 3.826, 2.148)
H (1.858, -2.639, 1.160)
Cl (4.542, -4.310, 9.973)
C (0.242, -9.519, 2.691)
H (-6.186, 7.412, -2.008)

# 5
C4H4N4O3PS | ωB97M-V/def2-TZVPD

Calculated values
- multiplicity = 1
- largest force on an atom (eV/A) = 3.3
- total charge = -1
- E_LUMO (eV) = 3.09

Positions of all 17 atoms, in Å:
O (-3.044, -0.765, 4.625)
C (-2.629, -1.185, 0.966)
N (0.527, -0.314, -2.593)
O (-3.419, -1.005, 1.959)
H (0.892, 0.580, -3.024)
C (-1.143, -1.714, 2.724)
C (0.125, -1.318, 3.004)
H (-0.247, -0.743, -3.098)
N (0.479, -0.317, -1.203)
C (-0.380, -1.074, -0.678)
H (-1.251, -1.430, -1.152)
O (-3.312, -3.125, 3.436)
S (1.077, -0.905, 1.564)
N (-0.286, -1.466, 0.619)
H (0.669, -1.600, 3.851)
P (-2.892, -1.725, 3.511)
N (-1.440, -1.583, 1.431)

# 6
C5H7AgO3 | ωB97M-V/def2-TZVPD

Calculated values
- multiplicity = 3
- largest force on an atom (eV/A) = 6.5
- total charge = +2
- E_LUMO (alpha / beta) (eV) = -11.43 / -12.91
- <S²> = 2.01

Positions of all 16 atoms, in Å:
C (2.788, -1.453, 0.018)
H (3.363, -1.076, -0.828)
O (-0.859, 0.520, 0.108)
O (0.396, 2.367, -0.366)
C (-2.267, 0.874, -0.556)
H (-2.843, -0.722, -0.642)
C (0.234, 1.185, -0.053)
H (3.171, -2.290, 0.601)
H (-4.328, 0.565, -0.316)
H (1.068, -1.144, 1.270)
C (-3.349, 0.217, 0.042)
C (1.417, -0.975, 0.246)
O (1.376, 0.497, 0.023)
H (-3.302, 0.430, 1.129)
Ag (2.437, 2.401, -0.206)
H (0.696, -1.397, -0.469)

# 7
C4H7NO | ωB97M-V/def2-TZVPD

Calculated values
- multiplicity = 1
- largest force on an atom (eV/A) = 0.9
- total charge = 0
- E_LUMO (alpha / beta) (eV) = -0.37 / -0.50

Positions of all 13 atoms, in Å:
H (0.049, 0.965, -1.478)
N (0.605, -0.757, -0.398)
H (-0.877, -2.216, -0.009)
C (-1.287, -1.198, -0.035)
H (0.953, -0.957, 0.545)
H (-2.050, -1.173, 0.756)
C (0.416, 0.674, -0.493)
O (-1.108, 1.007, 1.596)
H (2.077, 0.965, 0.847)
C (-0.844, 0.604, 0.529)
C (1.649, 1.206, -0.122)
H (-1.762, -1.051, -1.006)
H (2.179, 1.931, -0.731)

# 8
C3H6N4O | ωB97M-V/def2-TZVPD

Calculated values
- multiplicity = 1
- largest force on an atom (eV/A) = 8.1
- total charge = 0
- E_LUMO (eV) = 0.10

Positions of all 14 atoms, in Å:
H (-1.510, 1.570, -0.275)
H (1.373, 2.032, 0.723)
C (-1.698, -0.319, 0.547)
N (0.455, 0.550, -0.519)
N (1.929, -1.124, 0.008)
H (-3.699, -0.316, 1.062)
O (-3.077, -0.180, 0.011)
N (0.771, -0.832, -0.664)
N (2.544, 0.112, 0.602)
H (-1.515, -0.152, 1.534)
C (1.478, 1.050, 0.165)
H (-1.219, -1.269, 0.534)
H (-1.189, 0.279, -1.452)
C (-1.035, 0.661, -0.412)

# 9
C51H32CoN6OPS3 | ωB97M-V/def2-TZVPD

Calculated values
- multiplicity = 5
- largest force on an atom (eV/A) = 2.1
- total charge = +2
- E_LUMO (alpha / beta) (eV) = -5.61 / -6.76
- <S²> = 6.02

Positions of all 95 atoms, in Å:
C (-0.895, -6.509, 1.450)
H (2.654, 0.714, 4.619)
H (2.811, -0.307, -5.112)
C (2.794, 0.708, 3.550)
H (4.944, 0.745, 3.590)
N (-0.926, 2.032, 1.461)
C (-1.553, -6.507, 2.645)
C (-1.398, -2.712, -1.915)
C (0.925, -1.212, -2.538)
H (0.697, 0.665, 3.167)
H (-0.302, 3.839, 0.730)
H (-3.742, 2.345, -5.047)
H (1.642, -2.456, -0.911)
C (-2.672, -2.966, -1.411)
C (-1.904, 6.509, 3.292)
N (6.674, 0.777, -1.003)
C (-1.643, 7.822, 2.891)
N (-0.948, -0.660, 1.408)
C (1.678, 0.705, 2.719)
C (4.229, 0.760, -1.281)
H (0.454, -0.186, -4.332)
N (1.838, 1.217, -1.245)
C (-2.873, 1.313, 4.528)
C (-2.235, 2.072, 3.500)
C (-1.849, -5.214, 3.099)
C (5.396, 0.791, 0.897)
C (-1.399, 5.564, 2.420)
H (-2.654, 4.007, 4.317)
C (-1.406, -4.225, 2.249)
C (3.027, 0.862, -0.603)
C (-1.686, 1.335, -2.555)
H (4.514, -1.424, -3.737)
C (2.630, -0.255, -4.041)
C (-0.736, -3.691, -2.652)
C (-2.871, -0.040, 4.508)
H (3.148, 1.942, -4.176)
H (-3.112, -6.089, -2.627)
H (-2.651, -2.728, 4.204)
C (-2.456, 2.195, -3.356)
C (4.050, 0.732, 2.987)
H (-4.282, -4.372, -1.296)
H (-0.549, -7.352, 0.886)
C (-1.604, -0.040, 2.416)
C (3.259, -1.751, -2.064)
S (-0.616, -4.934, 0.856)
C (-1.508, -2.796, 2.375)
C (2.964, 0.788, 0.823)
C (-2.178, -2.160, 3.419)
C (-1.708, -0.050, -2.810)
C (1.224, -0.599, -3.694)
H (-2.508, -1.618, -4.031)
H (-0.848, -5.641, -3.497)
P (-0.676, -1.050, -1.703)
H (-3.184, -2.206, -0.836)
C (4.154, 0.756, 1.596)
H (-3.343, -0.601, 5.299)
H (0.254, -3.501, -3.041)
C (-1.359, -4.900, -2.902)
C (-0.902, -1.969, 1.406)
H (1.020, 2.010, -2.928)
O (-0.520, 2.974, -1.264)
C (1.880, 1.519, -2.492)
C (-3.181, 0.314, -4.672)
H (-2.366, -5.030, 4.023)
H (-1.811, -7.406, 3.176)
C (-2.179, 3.466, 3.513)
H (-2.442, 6.265, 4.190)
C (-3.287, -4.178, -1.666)
C (5.425, 0.770, -0.535)
H (-3.345, 1.852, 5.335)
C (-0.988, 1.876, -1.418)
S (-0.585, 6.349, 1.080)
C (-1.495, 4.134, 2.496)
H (4.005, -2.293, -1.501)
H (-3.747, -0.076, -5.504)
H (-1.958, 8.692, 3.437)
C (-2.466, -0.552, -3.860)
C (2.973, 1.156, -3.439)
N (6.615, 0.809, 1.420)
C (-2.633, -5.145, -2.415)
C (-0.866, 3.341, 1.507)
C (4.214, 0.549, -2.748)
H (-2.468, 3.250, -3.135)
C (-0.943, 7.886, 1.715)
S (7.699, 0.814, 0.232)
C (-3.178, 1.681, -4.412)
H (5.170, 0.820, -3.191)
Co (0.020, 0.729, 0.007)
C (-2.232, -0.766, 3.458)
C (-1.602, 1.380, 2.437)
C (1.969, -1.847, -1.745)
H (-0.618, 8.763, 1.189)
C (3.747, -0.887, -3.177)
H (-0.358, -2.441, 0.598)
N (1.744, 0.752, 1.398)

# 10
C6H10O | ωB97M-V/def2-TZVPD

Calculated values
- multiplicity = 1
- largest force on an atom (eV/A) = 3.1
- total charge = 0
- SMILES = C=CO[C@@H]1C[C@@H]1C
- E_LUMO (eV) = 1.01

Positions of all 17 atoms, in Å:
C (0.440, 0.776, 1.850)
C (1.268, -1.187, -0.644)
H (-1.656, -0.089, -2.303)
C (-1.088, -0.337, -1.419)
H (-0.705, 1.789, -0.794)
O (-1.667, 0.783, 0.898)
H (0.736, -1.622, 0.202)
H (-1.328, 0.340, 2.932)
H (-1.434, -1.227, -0.890)
H (2.198, -0.749, -0.270)
C (0.404, -0.126, -1.272)
C (-0.875, 0.617, 1.968)
H (1.078, 0.419, 2.623)
H (0.860, 1.457, 1.115)
C (-0.666, 0.745, -0.529)
H (0.907, 0.391, -2.111)
H (1.527, -1.981, -1.356)

# 11
C4H7NO | ωB97M-V/def2-TZVPD

Calculated values
- multiplicity = 1
- largest force on an atom (eV/A) = 0.4
- total charge = 0
- E_LUMO (alpha / beta) (eV) = 0.02 / -0.37

Positions of all 13 atoms, in Å:
H (1.184, 1.913, 0.659)
C (-0.714, 0.827, 0.015)
N (0.153, 1.010, -1.120)
O (-0.215, -1.431, -0.409)
H (-1.278, -0.927, 1.256)
H (1.452, -0.990, 0.970)
H (-1.445, 1.607, 0.245)
C (0.752, 1.023, 0.185)
C (1.427, -0.268, 0.156)
H (2.166, -0.416, -0.628)
H (-2.163, -0.762, -0.287)
C (-1.197, -0.611, 0.211)
H (-0.074, -0.967, -1.272)

# 12
C4H10NO2 | ωB97M-V/def2-TZVPD

Calculated values
- multiplicity = 1
- largest force on an atom (eV/A) = 2.2
- total charge = -1
- E_LUMO (eV) = 4.24

Positions of all 17 atoms, in Å:
H (3.125, 0.350, -2.865)
O (0.424, 0.275, -0.877)
H (-1.674, -1.784, 1.690)
H (1.296, 1.630, -2.228)
C (2.490, -0.077, -2.080)
H (-1.436, 0.406, 2.701)
H (-1.586, -1.008, 0.066)
N (-2.000, 1.265, 0.773)
H (-0.091, 0.815, 1.577)
H (-1.992, 2.234, 1.128)
H (2.662, -1.029, -1.555)
O (0.214, -1.537, 0.951)
C (-1.150, 0.393, 1.629)
C (-1.109, -1.049, 1.083)
H (-1.535, 1.202, -0.112)
C (1.361, 0.620, -1.749)
H (0.571, -0.896, 0.292)